Entry 1:
C5H14NO2 | ωB97M-V/def2-TZVPD

The gap between HOMO and LUMO comes out at 6.85 eV. The value obtained for the energy relative to the best compared isomer or geometry (same formula, charge and spin) is 0.322 eV. As for the net charge: -1.

Cartesian coordinates (Å):
N 0.93 -1.92 -0.35
C 1.27 1.32 -0.15
C 1.81 2.59 0.42
H 2.05 0.76 -0.67
H -2.54 -1.22 -1.42
H 0.91 3.13 0.84
C -1.38 -1.45 0.66
H -3.16 0.20 -1.60
H -1.07 -2.01 1.60
H 1.13 -2.46 0.49
H 0.56 1.67 -0.95
H -0.26 0.78 1.28
C -0.07 -0.92 -0.01
H 2.19 3.25 -0.34
O -2.64 -0.45 -2.09
H 2.35 2.55 1.37
H -1.99 -0.58 1.01
H -0.48 -0.59 -0.96
H 0.53 -2.58 -1.00
C 0.56 0.31 0.72
H 1.33 -0.16 1.36
O -2.06 -2.22 -0.24

Entry 2:
C5H14NO2 | ωB97M-V/def2-TZVPD

The gap between HOMO and LUMO comes out at 5.86 eV. The value obtained for the energy relative to the best compared isomer or geometry (same formula, charge and spin) is 2.128 eV. As for the net charge: -1.

Cartesian coordinates (Å):
C 1.43 0.53 0.42
H -2.59 2.34 0.74
H -0.74 -1.15 1.46
O -0.97 -2.63 -2.13
H 0.95 -1.97 1.19
H 0.24 2.09 0.77
H -0.38 -2.20 0.20
N 0.30 -0.25 -0.07
H -1.63 -1.03 -1.02
C 0.38 -0.62 -1.48
H 1.72 2.29 1.66
O -1.96 1.82 1.25
H -1.46 -0.67 -2.72
H 0.33 1.17 2.24
H 1.18 -1.35 -1.69
H 2.30 0.03 0.86
C 0.09 -1.41 0.81
C 0.93 1.58 1.43
C -1.01 -1.33 -1.93
H 0.42 0.26 -2.10
H 1.87 1.04 -0.44
H -1.37 1.47 0.57

Entry 3:
C5H14NO2 | ωB97M-V/def2-TZVPD

The gap between HOMO and LUMO comes out at 6.24 eV. The value obtained for the energy relative to the best compared isomer or geometry (same formula, charge and spin) is 6.193 eV. As for the net charge: +1.

Cartesian coordinates (Å):
H -2.10 0.43 -2.13
C 0.51 0.81 -0.43
C -1.89 0.19 -1.11
H 2.88 0.43 2.23
O -1.34 -2.33 0.79
C -0.38 -0.17 -1.06
H -0.12 1.50 0.21
H -0.11 -0.57 -2.06
H -3.15 -1.61 -1.30
H -3.37 -0.69 0.19
C 1.44 0.07 0.59
H 1.14 1.29 -1.17
H 2.12 -0.63 -0.04
H 1.82 1.80 1.89
O 3.33 1.52 0.41
H -2.09 1.01 -0.36
H -2.02 -2.68 0.27
N -3.01 -0.74 -0.74
H 0.75 -0.61 1.15
H 4.18 1.47 0.87
C 2.38 0.99 1.38
H -0.98 -1.47 0.44

Entry 4:
C5H14NO2 | ωB97M-V/def2-TZVPD

The gap between HOMO and LUMO comes out at 9.87 eV. The value obtained for the energy relative to the best compared isomer or geometry (same formula, charge and spin) is 3.240 eV. As for the net charge: +1.

Cartesian coordinates (Å):
H -2.39 -1.84 -1.50
H 1.72 1.32 2.34
H -2.35 -1.97 0.22
H 1.54 -0.99 1.07
H -1.33 1.94 -1.32
C 0.24 -0.39 -1.08
C 1.60 -0.15 -0.79
H 2.12 0.67 -1.30
H -0.32 -1.50 0.62
N -2.04 -1.40 -0.64
O -0.14 0.75 1.82
H 2.98 -0.24 0.88
H -2.50 -0.46 -0.52
H -2.79 1.86 -1.07
H 2.28 -0.97 -1.09
H -0.17 -0.17 -2.09
C 1.27 1.08 1.39
H 1.04 1.81 0.70
C 1.94 -0.08 0.70
H -0.14 0.51 2.82
C -0.59 -1.17 -0.32
O -1.97 1.38 -0.85

Entry 5:
C5H14NO4 | ωB97M-V/def2-TZVPD

The gap between HOMO and LUMO comes out at 8.25 eV. The value obtained for the energy relative to the best compared isomer or geometry (same formula, charge and spin) is 1.792 eV. As for the net charge: -1.

Cartesian coordinates (Å):
H 1.02 2.19 0.55
O -2.77 0.09 1.79
H 1.83 -0.16 1.23
C -2.00 -0.49 1.05
H -0.44 1.43 -1.33
C -1.84 0.06 -0.43
O 3.68 2.15 -0.27
C 0.32 1.21 0.62
H -2.15 -3.72 -0.22
H -2.83 0.27 -0.94
H -0.02 1.31 1.67
O -1.23 -3.60 -0.17
H 0.50 -0.95 0.60
O -1.36 -1.56 1.34
H 0.61 -0.16 -1.63
H 3.41 1.39 0.28
H 3.60 1.82 -1.19
C 1.09 -0.08 0.43
H -1.60 2.07 0.07
C -0.93 1.26 -0.29
H -1.41 -0.67 -1.10
H 2.10 -0.96 -1.20
H -1.09 -2.77 0.16
N 1.51 -0.12 -1.03

Entry 6:
C5H14NO4 | ωB97M-V/def2-TZVPD

The gap between HOMO and LUMO comes out at 10.88 eV. The value obtained for the energy relative to the best compared isomer or geometry (same formula, charge and spin) is 0.852 eV. As for the net charge: +1.

Cartesian coordinates (Å):
H 1.98 -1.93 1.07
C -1.68 1.72 -0.53
O 0.30 -0.37 -1.38
O 2.84 -2.27 -0.43
H -1.52 -0.82 0.30
O 1.57 -1.72 1.94
H -2.42 1.06 -0.95
H 0.16 2.63 -1.24
O 0.72 0.82 -3.22
C -1.30 1.21 0.86
C -1.25 -0.09 1.04
H 3.25 -1.43 -0.63
H -0.05 -1.42 2.08
N -0.87 -0.78 2.28
H -1.57 -1.44 2.63
H -2.14 2.70 -0.37
C 0.19 0.64 -2.02
H -0.66 -0.09 2.99
C -0.56 1.88 -1.59
H 2.10 -2.38 -1.03
H -1.10 2.25 -2.45
H 2.00 -2.17 2.66
H 1.04 0.01 -3.58
H -1.04 1.99 1.56

- What is the gap between HOMO and LUMO in the third record?
  6.24 eV

What did the fifth record say?
C5H14NO4 | ωB97M-V/def2-TZVPD

The gap between HOMO and LUMO comes out at 8.25 eV. The value obtained for the energy relative to the best compared isomer or geometry (same formula, charge and spin) is 1.792 eV. As for the net charge: -1.

Cartesian coordinates (Å):
H 1.02 2.19 0.55
O -2.77 0.09 1.79
H 1.83 -0.16 1.23
C -2.00 -0.49 1.05
H -0.44 1.43 -1.33
C -1.84 0.06 -0.43
O 3.68 2.15 -0.27
C 0.32 1.21 0.62
H -2.15 -3.72 -0.22
H -2.83 0.27 -0.94
H -0.02 1.31 1.67
O -1.23 -3.60 -0.17
H 0.50 -0.95 0.60
O -1.36 -1.56 1.34
H 0.61 -0.16 -1.63
H 3.41 1.39 0.28
H 3.60 1.82 -1.19
C 1.09 -0.08 0.43
H -1.60 2.07 0.07
C -0.93 1.26 -0.29
H -1.41 -0.67 -1.10
H 2.10 -0.96 -1.20
H -1.09 -2.77 0.16
N 1.51 -0.12 -1.03

- gap between HOMO and LUMO of number 6 (C5H14NO4)?
  10.88 eV